[1]
The following is a quantum chemistry calculation of a cluster of 2 separate species, C11H18 in total in a non-equilibrium geometry, from the Open Molecules 2025 dataset.

relative energy (zero: lowest compared OMol25 entry of this formula, charge and spin) = 55.0 kcal per mole
net charge = +1
2S+1 = 2
electronic energy = -429.5299 Ha
F_max = 0.085 hartree/bohr
Kohn-Sham gap (alpha / beta) = 8.60 / 4.90 eV

```
29
C11H18 (the ωB97M-V functional and the def2-TZVPD basis)
C -1.84 -2.57 1.70
C 0.70 0.11 2.64
C -0.43 -0.59 2.65
C 1.90 -0.34 1.95
C -0.57 -1.77 1.81
C 1.82 -1.54 1.18
C 0.59 -2.15 1.15
H 0.82 0.93 3.32
H -1.12 -0.53 3.46
H 2.70 0.37 1.99
H 2.68 -1.88 0.64
H -2.71 -1.92 2.08
H -1.63 -3.54 2.33
H 0.36 -2.87 0.37
H -2.06 -2.79 0.71
C -0.37 1.57 -2.04
C -0.26 0.58 -0.88
C 0.06 3.09 -1.76
C 0.19 0.92 -3.35
H -1.42 1.61 -2.50
H -0.50 -0.40 -1.42
H -0.62 3.45 -0.84
H 0.93 3.14 -1.14
H 0.00 3.85 -2.53
H 1.20 0.41 -3.18
H -0.58 0.09 -3.56
H -1.05 0.76 -0.17
H 0.82 0.59 -0.29
H 0.37 1.41 -4.30
```

Löwdin population analysis, charges in e, atoms 1 to 4: C 0.01; C -0.02; C 0.01; C 0.07

***

[2]
The following is a quantum chemistry calculation of a cluster of 2 separate species, C11H18BNO in total in a non-equilibrium geometry, from the Open Molecules 2025 dataset.

relative energy (zero: lowest compared OMol25 entry of this formula, charge and spin) = 0.0 kcal per mole
2S+1 = 3
electronic energy = -584.6403 Ha
F_max = 0.126 hartree/bohr
Kohn-Sham gap (alpha / beta) = 6.54 / 8.75 eV

```
32
C11H18BNO (the ωB97M-V functional and the def2-TZVPD basis)
B -2.82 3.52 -0.10
C -0.87 -0.97 -0.35
C 0.80 0.81 -0.06
C 0.08 -1.94 -0.23
C 1.70 -0.22 0.11
C -0.54 0.39 -0.29
C 1.38 -1.61 0.09
C 2.96 -4.15 2.25
C -2.52 2.46 -3.59
C 2.39 -2.63 0.37
C 2.29 -2.84 1.92
C -3.28 3.19 -2.51
N -2.34 4.63 0.61
O -2.85 3.18 -1.29
H -2.01 -1.17 -0.58
H 0.99 1.83 0.14
H -0.13 -2.95 -0.53
H 2.75 0.17 0.45
H 2.65 -5.03 1.76
H 4.02 -4.07 1.89
H 2.91 -4.40 3.34
H -1.58 2.27 -3.14
H -2.99 1.56 -3.96
H -2.62 3.06 -4.48
H 2.02 -3.56 -0.24
H 3.48 -2.44 0.17
H 2.58 -1.89 2.42
H 1.24 -2.84 2.29
H -1.22 1.23 -0.38
H -4.30 3.46 -2.66
H -2.00 4.55 1.58
H -1.83 5.39 0.18
```

Löwdin population analysis, charges in e, atoms 1 to 4: B -0.49; C -0.10; C -0.08; C -0.08

***

[3]
The following is a quantum chemistry calculation of a structure of composition C11H18Br3INO2PSSr in a non-equilibrium geometry, from the Open Molecules 2025 dataset.

net charge = +2
electronic energy = -9424.3458 Ha
F_max = 0.099 hartree/bohr
Kohn-Sham gap = 2.30 eV

```
39
C11H18Br3INO2PSSr (the ωB97M-V functional and the def2-TZVPD basis)
C -1.32 -4.03 -1.98
C -0.85 -3.04 -0.78
C -1.62 -1.63 -1.00
I -0.83 -0.83 -2.91
C -1.23 -0.53 0.15
O -0.05 0.15 -0.33
C 0.97 0.28 0.67
C 1.65 -1.15 1.07
C 2.33 -1.08 2.53
O 2.57 0.04 3.05
Br 2.87 -2.67 3.56
C 2.13 1.31 0.21
Br 4.08 0.81 0.22
C 1.87 2.63 -0.24
C 3.04 3.62 -0.74
Br 0.04 3.41 -0.30
C -2.53 0.40 0.33
N -2.99 1.06 -0.94
P -2.39 1.70 1.70
S -3.45 1.27 3.31
H -0.64 -3.94 -2.90
H -2.39 -3.74 -2.28
H -1.24 -5.13 -1.65
H 0.26 -2.81 -0.99
H -1.00 -3.48 0.26
H -2.75 -1.74 -1.08
H -1.09 -1.12 1.12
H 0.56 0.71 1.66
H 2.38 -1.51 0.26
H 0.86 -1.99 1.14
H 2.52 4.35 -1.48
H 3.55 4.18 0.12
H 3.81 3.04 -1.40
H -3.39 -0.30 0.65
H -3.01 2.08 -0.86
H -3.95 0.70 -1.14
H -3.01 2.91 1.16
H -1.05 2.06 2.06
Sr 5.28 4.01 -2.19
```

Löwdin population analysis, charges in e, atoms 1 to 4: C -0.16; C -0.31; C -0.55; I 0.88

***

[4]
The following is a quantum chemistry calculation of a structure of composition C11H18ClO3SSrTm in a non-equilibrium geometry, from the Open Molecules 2025 dataset.

relative energy (zero: lowest compared OMol25 entry of this formula, charge and spin) = 8.4 kcal per mole
net charge = -2
2S+1 = 3
electronic energy = -2629.8556 Ha
F_max = 0.090 hartree/bohr
Kohn-Sham gap = 2.58 eV

```
36
C11H18ClO3SSrTm (the ωB97M-V functional and the def2-TZVPD basis)
Tm -0.11 1.05 -0.92
Cl -1.61 1.97 -2.55
C 1.29 -0.02 -2.34
H 1.65 -0.95 -1.86
H 2.16 0.58 -2.67
H 0.68 -0.26 -3.22
Sr 1.24 5.56 -0.56
C -0.65 6.07 1.13
C 1.72 6.25 -2.99
C 1.79 2.94 0.01
H 2.80 6.06 -3.12
H 1.15 5.80 -3.82
H 1.54 7.35 -2.95
H -0.24 5.88 2.13
H -0.77 7.17 1.02
H -1.64 5.61 1.07
H 2.86 2.60 -0.38
H 1.90 3.00 1.20
C -1.12 -6.67 1.14
C -0.98 -5.17 1.09
C 0.20 -4.53 1.56
C 0.32 -3.14 1.59
C -0.76 -2.37 1.15
C -1.91 -2.94 0.62
C -2.02 -4.34 0.59
S -0.68 -0.63 1.35
O -1.08 -0.27 2.66
O 0.74 -0.25 0.96
O -1.56 -0.11 0.25
H -0.31 -7.14 0.54
H -1.04 -7.08 2.17
H -2.10 -7.00 0.73
H 1.01 -5.17 1.95
H 1.18 -2.69 1.98
H -2.71 -2.33 0.28
H -2.94 -4.80 0.21
```

Löwdin population analysis, charges in e, atoms 1 to 4: Tm 0.88; Cl -0.19; C -0.36; H -0.05

***

[5]
The following is a quantum chemistry calculation of a cluster of 6 separate species, C11H18F2N3O14 in total in a non-equilibrium geometry, from the Open Molecules 2025 dataset.

net charge = -1
electronic energy = -1847.1262 Ha
F_max = 0.062 hartree/bohr
Kohn-Sham gap = 7.03 eV

```
48
C11H18F2N3O14 (the ωB97M-V functional and the def2-TZVPD basis)
C 1.26 1.10 -1.72
C 0.81 2.43 -1.15
O 0.30 3.28 -1.92
O 0.81 2.64 0.11
H 0.75 0.89 -2.66
H 0.96 0.37 -0.97
H 2.33 0.95 -1.87
C -3.12 -0.28 2.44
C -3.96 0.85 3.02
O -3.50 2.04 2.39
C -2.56 1.70 1.47
O -1.98 2.42 0.73
O -2.36 0.39 1.44
F -3.69 1.05 4.36
H -3.73 -1.03 1.95
H -2.39 -0.79 3.07
H -5.03 0.78 2.90
C 0.85 -0.45 1.68
C 2.04 -1.20 1.14
O 1.80 -2.48 1.70
C 0.46 -2.65 1.83
O -0.02 -3.75 1.89
O -0.16 -1.48 1.83
F 3.17 -0.68 1.71
H 0.49 0.38 1.06
H 1.07 0.00 2.65
H 2.26 -1.29 0.08
C -2.00 0.61 -2.20
N -3.26 -0.18 -2.36
O -3.99 -0.29 -1.39
O -3.52 -0.61 -3.47
H -1.25 -0.08 -2.57
H -1.92 0.87 -1.14
H -2.03 1.55 -2.73
C 0.33 -2.79 -3.42
N -0.57 -3.85 -2.85
O -0.29 -5.02 -3.02
O -1.54 -3.44 -2.24
H 1.30 -3.21 -3.62
H 0.42 -2.01 -2.67
H -0.26 -2.40 -4.25
C 4.02 2.40 0.92
N 5.20 2.00 1.73
O 5.58 2.82 2.52
O 5.73 0.92 1.48
H 4.33 3.29 0.38
H 3.17 2.58 1.57
H 3.68 1.67 0.18
```

Löwdin population analysis, charges in e, atoms 1 to 4: C -0.05; C -0.77; O -0.09; O -0.10

***

[6]
The following is a quantum chemistry calculation of a structure of composition C11H18IrN4 in a non-equilibrium geometry, from the Open Molecules 2025 dataset.

net charge = +4
2S+1 = 2
electronic energy = -751.4405 Ha
F_max = 0.056 hartree/bohr
Kohn-Sham gap (alpha / beta) = 7.46 / 4.57 eV

```
34
C11H18IrN4 (the ωB97M-V functional and the def2-TZVPD basis)
Ir 0.86 0.33 -0.23
C 1.47 -2.49 -0.16
C 0.84 -2.23 -1.52
N 1.22 -0.82 -1.96
C 0.28 -0.35 -3.03
C -0.94 0.25 -2.41
C -2.11 0.63 -3.11
C -3.17 1.25 -2.43
C -3.03 1.52 -1.06
C -1.84 1.14 -0.38
C -1.57 1.43 1.06
N -0.18 1.02 1.49
C -0.17 -0.15 2.47
C -0.11 -1.48 1.72
N 1.08 -1.36 0.78
N -0.86 0.51 -1.07
H 2.56 -2.45 -0.25
H 1.21 -3.45 0.28
H -0.25 -2.28 -1.48
H 1.18 -2.97 -2.25
H 2.17 -0.82 -2.33
H 0.01 -1.16 -3.72
H 0.77 0.41 -3.66
H -2.17 0.42 -4.18
H -4.07 1.54 -2.96
H -3.82 2.03 -0.50
H -2.33 0.93 1.68
H -1.72 2.50 1.25
H 0.26 1.82 1.95
H -1.03 -0.10 3.14
H 0.72 -0.02 3.09
H -0.99 -1.72 1.12
H 0.06 -2.30 2.42
H 1.89 -1.23 1.41
```

Löwdin population analysis, charges in e, atoms 1 to 4: Ir 1.61; C -0.07; C -0.11; N -0.14

***

[7]
The following is a quantum chemistry calculation of an isolated molecule of C11H18N2O3 in a non-equilibrium geometry, from the Open Molecules 2025 dataset.

relative energy (zero: lowest compared OMol25 entry of this formula, charge and spin) = 84.8 kcal per mole
SMILES string = C[C@]1(O)CC(NN2CCCCC2)=C(O)C1=O
electronic energy = -765.1377 Ha
F_max = 0.038 hartree/bohr
Kohn-Sham gap = 8.61 eV

```
34
C11H18N2O3 (the ωB97M-V functional and the def2-TZVPD basis)
C 4.11 0.59 2.13
C 2.71 0.55 2.77
O 2.70 -0.40 3.85
C 1.68 0.24 1.69
C 0.81 1.50 1.56
N -0.18 1.69 0.61
N -0.58 0.65 -0.29
C -0.16 0.79 -1.69
C -0.36 -0.57 -2.45
C -1.83 -1.03 -2.38
C -2.25 -1.13 -0.90
C -1.99 0.19 -0.11
C 1.23 2.48 2.43
O 0.76 3.77 2.40
C 2.32 1.97 3.23
O 2.81 2.59 4.18
H 4.12 1.29 1.29
H 4.38 -0.40 1.80
H 4.85 0.91 2.88
H 3.22 -0.13 4.63
H 1.00 -0.58 1.96
H 2.17 -0.01 0.74
H -0.72 2.55 0.65
H -0.73 1.62 -2.12
H 0.90 1.06 -1.83
H -0.14 -0.47 -3.50
H 0.28 -1.32 -2.02
H -1.95 -2.04 -2.85
H -2.49 -0.29 -2.91
H -3.36 -1.36 -0.87
H -1.69 -1.98 -0.46
H -2.69 1.03 -0.38
H -2.21 -0.07 0.94
H 1.26 4.32 3.03
```

Löwdin population analysis, charges in e, atoms 1 to 4: C -0.01; C -0.47; O 0.01; C -0.03

***

[8]
The following is a quantum chemistry calculation of a cluster of 2 separate species, C11H18N4O6 in total in a non-equilibrium geometry, from the Open Molecules 2025 dataset.

relative energy (zero: lowest compared OMol25 entry of this formula, charge and spin) = 65.8 kcal per mole
SMILES string = N[C@@H](Cc1c[nH]cn1)C(=O)O.N[C@@H](CCC(=O)O)C(=O)O
electronic energy = -1100.4225 Ha
F_max = 0.102 hartree/bohr
Kohn-Sham gap = 8.71 eV

```
39
C11H18N4O6 (the ωB97M-V functional and the def2-TZVPD basis)
N 2.41 -0.40 -1.36
C 3.52 -0.20 -0.43
C 3.67 1.31 -0.16
C 2.35 2.00 0.05
C 1.69 2.98 -0.61
N 0.42 3.05 -0.04
C 0.30 2.06 0.89
N 1.47 1.45 0.96
C 3.54 -1.05 0.94
O 4.27 -2.00 0.95
O 2.71 -0.81 2.00
H 2.27 -1.37 -1.37
H 1.64 0.00 -1.05
H 4.40 -0.59 -0.90
H 4.23 1.40 0.70
H 4.25 1.80 -0.98
H 2.01 3.68 -1.42
H -0.29 3.81 -0.25
H -0.54 1.83 1.47
H 2.00 0.01 1.72
N -1.74 -3.35 -0.46
C -1.65 -1.89 -0.76
C -2.88 -1.25 -0.04
C -3.07 0.25 -0.19
C -4.32 0.72 0.51
O -5.02 0.06 1.26
O -4.58 2.05 0.32
C -0.34 -1.40 -0.16
O 0.03 -0.27 -0.34
O 0.31 -2.18 0.73
H -1.33 -4.08 -0.88
H -2.70 -3.67 -0.52
H -1.61 -1.38 -1.78
H -3.78 -1.64 -0.50
H -2.90 -1.57 0.96
H -3.13 0.50 -1.25
H -2.18 0.86 0.23
H -5.22 2.29 0.94
H -0.18 -3.02 0.82
```

Löwdin population analysis, charges in e, atoms 1 to 4: N 0.11; C -0.26; C -0.08; C -0.27

***

[9]
The following is a quantum chemistry calculation of a cluster of 2 separate species, C11H18NO in total in a non-equilibrium geometry, from the Open Molecules 2025 dataset.

relative energy (zero: lowest compared OMol25 entry of this formula, charge and spin) = 78.1 kcal per mole
net charge = +1
2S+1 = 3
electronic energy = -559.3027 Ha
F_max = 0.094 hartree/bohr
Kohn-Sham gap (alpha / beta) = 7.33 / 4.29 eV

```
31
C11H18NO (the ωB97M-V functional and the def2-TZVPD basis)
C -2.71 1.70 1.66
C -1.46 2.02 2.03
C -2.32 0.40 1.03
C -0.79 0.72 1.40
C -1.90 0.03 -0.46
C -0.55 0.66 0.00
C -2.64 0.70 -1.59
C -1.88 -1.49 -0.59
C 0.38 1.51 -0.77
C 1.92 -0.73 1.81
C 3.32 -1.28 -0.18
N 2.58 -0.21 0.58
O -1.50 -0.34 1.83
H -3.64 2.06 1.84
H -1.07 2.77 2.58
H -3.59 0.20 -1.55
H -1.98 0.71 -2.50
H -2.67 1.83 -1.29
H -1.70 -1.57 -1.73
H -2.88 -1.84 -0.42
H -1.19 -2.04 -0.06
H 0.00 1.84 -1.78
H 1.27 0.85 -1.08
H 0.88 2.16 0.03
H 1.32 -1.65 1.70
H 2.68 -0.97 2.57
H 1.29 0.16 2.20
H 2.60 -1.86 -0.84
H 3.98 -0.60 -0.76
H 3.60 -1.91 0.65
H 3.24 0.56 0.68
```

Löwdin population analysis, charges in e, atoms 1 to 4: C 0.12; C 0.17; C -0.12; C -0.19

***

[10]
The following is a quantum chemistry calculation of the ion C11H18NO2S with charge +1 in a non-equilibrium geometry, from the Open Molecules 2025 dataset.

relative energy (zero: lowest compared OMol25 entry of this formula, charge and spin) = 22.3 kcal per mole
SMILES string = C=[N+](C)S(=O)(=O)C1=C(C)C[C@H](C)C=C1C
net charge = +1
electronic energy = -1032.9549 Ha
F_max = 0.084 hartree/bohr
Kohn-Sham gap = 7.82 eV

```
33
C11H18NO2S (the ωB97M-V functional and the def2-TZVPD basis)
C -4.00 0.83 -0.31
N -2.80 0.86 0.06
C -1.94 1.99 -0.04
S -1.98 -0.54 1.14
O -2.84 -1.65 0.81
O -2.09 0.04 2.43
C -0.06 -0.39 0.42
C 0.09 -0.24 -0.90
C -0.99 -0.29 -2.00
C 1.53 -0.25 -1.37
C 2.56 0.24 -0.25
C 3.95 -0.19 -0.65
C 2.16 -0.33 1.09
C 0.87 -0.57 1.42
C 0.48 -1.31 2.66
H -4.58 -0.08 -0.41
H -4.34 1.64 -0.92
H -1.15 1.63 -0.76
H -1.53 2.20 0.98
H -2.58 2.83 -0.57
H -1.39 0.60 -2.33
H -1.88 -0.76 -1.64
H -0.40 -0.76 -2.81
H 1.78 -1.23 -1.82
H 1.60 0.38 -2.27
H 2.46 1.37 -0.24
H 4.78 0.30 0.05
H 4.12 0.27 -1.62
H 3.99 -1.31 -0.77
H 3.05 -0.56 1.59
H 0.13 -0.61 3.41
H 1.25 -1.92 3.11
H -0.24 -2.18 2.49
```

Löwdin population analysis, charges in e, atoms 1 to 4: C 0.12; N -0.22; C -0.05; S 0.84

***

[11]
The following is a quantum chemistry calculation of a cluster of 2 separate species, C11H18O in total in a non-equilibrium geometry, from the Open Molecules 2025 dataset.

relative energy (zero: lowest compared OMol25 entry of this formula, charge and spin) = 23.0 kcal per mole
SMILES string = Cc1ccc(O)cc1.CC(C)C
electronic energy = -505.1440 Ha
F_max = 0.069 hartree/bohr
Kohn-Sham gap = 9.20 eV

```
30
C11H18O (the ωB97M-V functional and the def2-TZVPD basis)
C 2.37 3.49 -0.42
C 2.00 2.09 -0.88
C 0.71 1.99 -1.40
C 0.19 0.80 -1.91
C 0.90 -0.38 -1.72
O 0.51 -1.63 -2.12
C 2.12 -0.31 -1.03
C 2.66 0.89 -0.61
H 3.16 3.37 0.33
H 1.50 3.96 0.05
H 2.62 4.17 -1.23
H 0.01 2.81 -1.29
H -0.86 0.79 -2.17
H -0.21 -1.50 -2.73
H 2.57 -1.27 -0.80
H 3.61 0.92 -0.09
C -2.99 -2.11 1.22
C -1.51 -1.60 0.89
C -1.66 -0.10 0.79
C -0.58 -2.07 1.95
H -3.49 -2.58 0.37
H -3.64 -1.36 1.65
H -2.87 -2.96 1.90
H -1.25 -1.99 -0.09
H -2.23 0.41 1.58
H -0.66 0.33 1.05
H -2.09 0.26 -0.13
H -0.95 -1.93 2.97
H -0.22 -3.10 1.90
H 0.29 -1.39 1.96
```

Löwdin population analysis, charges in e, atoms 1 to 4: C -0.05; C -0.27; C -0.06; C -0.04

***

[12]
The following is a quantum chemistry calculation of an isolated molecule of C11H18O3Si in a non-equilibrium geometry, from the Open Molecules 2025 dataset.

relative energy (zero: lowest compared OMol25 entry of this formula, charge and spin) = 11.4 kcal per mole
SMILES string = CO[Si](CCc1ccccc1)(OC)OC
electronic energy = -945.2530 Ha
F_max = 0.058 hartree/bohr
Kohn-Sham gap = 9.74 eV

```
33
C11H18O3Si (the ωB97M-V functional and the def2-TZVPD basis)
C -1.54 -0.51 3.51
O -1.25 -0.52 2.17
Si -0.70 0.93 1.50
C -0.38 0.81 -0.35
C 0.27 -0.54 -0.63
C 0.45 -0.97 -2.06
C -0.67 -1.47 -2.74
C -0.56 -1.98 -4.05
C 0.71 -2.13 -4.59
C 1.83 -1.64 -3.94
C 1.71 -1.08 -2.70
O -1.64 2.26 1.71
C -1.18 3.50 2.17
O 0.79 1.25 2.10
C 1.62 0.21 2.48
H -2.62 -0.37 3.64
H -1.21 -1.42 3.98
H -1.01 0.33 3.94
H -1.36 0.93 -0.81
H 0.26 1.62 -0.66
H -0.25 -1.32 -0.06
H 1.27 -0.50 -0.14
H -1.63 -1.46 -2.27
H -1.42 -2.22 -4.63
H 0.76 -2.51 -5.61
H 2.85 -1.77 -4.30
H 2.57 -0.67 -2.19
H -1.71 3.72 3.08
H -0.13 3.43 2.40
H -1.43 4.25 1.42
H 1.25 -0.72 2.00
H 1.74 0.13 3.58
H 2.61 0.41 2.06
```

Löwdin population analysis, charges in e, atoms 1 to 4: C -0.16; O -0.20; Si 0.32; C -0.16